Entry 1:
{
  "formula": "C4H7NO2",
  "method": "wB97M-V/def2-TZVPD",
  "elements": ["O", "O", "N", "C", "C", "C", "C", "H", "H", "H", "H", "H", "H", "H"],
  "positions_angstrom": [[-0.593, 0.861, 1.902], [-0.286, 2.952, 0.244], [0.488, -0.324, 0.801], [-0.019, 1.819, 0.340], [0.320, 0.586, -0.192], [0.032, -1.677, 0.543], [0.093, 0.300, -1.650], [-0.911, -0.091, -1.836], [0.011, 0.880, 2.664], [0.714, -2.137, -0.182], [0.118, -2.242, 1.469], [-0.990, -1.732, 0.158], [0.201, 1.221, -2.223], [0.822, -0.415, -2.038]],
  "atomic_forces_ev_per_a": [[-0.1, 0.9, 0.1], [0.3, -0.8, 0.1], [0.1, 0.3, -1.3], [-0.5, 0.4, 1.0], [0.1, -1.3, 0.2], [0.4, -0.1, -0.1], [0.1, 0.1, 0.0], [0.0, 0.0, 0.0], [-0.2, 0.4, -0.2], [-0.1, 0.0, 0.0], [-0.1, 0.0, 0.0], [0.1, 0.1, 0.0], [0.0, 0.0, 0.0], [0.0, 0.0, 0.1]],
  "de_lowest_kj_mol": 495.0,
  "lumo_energy_ev": [-0.5, 0.0],
  "energy_ev": -9842.1489,
  "homo_ev": [-8.21, -7.75]
}

***

Entry 2:
{
  "formula": "C71H57CaI2NOP3Si2",
  "method": "wB97M-V/def2-TZVPD",
  "elements": ["I", "I", "Ca", "P", "P", "P", "Si", "Si", "O", "N", "C", "C", "C", "C", "C", "C", "C", "C", "C", "C", "C", "C", "C", "C", "C", "C", "C", "C", "C", "C", "C", "C", "C", "C", "C", "C", "C", "C", "C", "C", "C", "C", "C", "C", "C", "C", "C", "C", "C", "C", "C", "C", "C", "C", "C", "C", "C", "C", "C", "C", "C", "C", "C", "C", "C", "C", "C", "C", "C", "C", "C", "C", "C", "C", "C", "C", "C", "C", "C", "C", "C", "H", "H", "H", "H", "H", "H", "H", "H", "H", "H", "H", "H", "H", "H", "H", "H", "H", "H", "H", "H", "H", "H", "H", "H", "H", "H", "H", "H", "H", "H", "H", "H", "H", "H", "H", "H", "H", "H", "H", "H", "H", "H", "H", "H", "H", "H", "H", "H", "H", "H", "H", "H", "H", "H", "H", "H", "H"],
  "positions_angstrom": [[2.814, 2.642, -7.794], [0.003, -2.177, -5.700], [0.148, 0.458, -1.079], [-1.517, 2.723, 1.554], [2.244, -1.514, -0.411], [-0.753, -1.915, 2.782], [0.975, 0.746, 1.725], [-4.072, -0.824, -1.539], [0.446, -0.567, -3.004], [1.696, 1.783, -2.475], [0.937, 0.088, -3.986], [-3.931, 6.055, 1.093], [-0.635, -0.748, 5.331], [3.395, -1.292, -1.825], [-2.456, -1.664, -1.974], [-4.638, -1.072, 3.607], [-3.219, 4.895, 0.819], [-5.178, -2.252, 4.105], [-5.323, -1.210, -2.903], [1.303, 2.635, 1.572], [3.987, -1.714, -4.129], [4.789, -0.581, -4.147], [2.043, 1.605, -6.153], [3.264, -0.997, 1.015], [2.757, -0.037, 1.907], [-1.302, 2.500, -1.284], [2.008, -3.317, -0.307], [4.865, -0.191, 3.135], [-3.917, 6.601, 2.370], [1.104, -3.367, 4.379], [-7.593, -1.030, -3.758], [1.306, -5.766, 4.319], [1.720, -4.536, 4.808], [-3.029, -3.316, 3.874], [-4.981, -1.889, -4.073], [-2.492, 4.810, 3.103], [3.596, 0.334, 2.971], [0.395, 0.540, 3.542], [0.877, -0.330, -5.315], [0.637, 1.547, 4.489], [-0.268, -0.612, 3.987], [-2.100, 2.230, -0.118], [0.355, 4.797, 0.989], [0.867, -5.228, -1.251], [1.627, 5.353, 0.894], [-3.273, 1.550, -0.151], [0.177, 3.458, 1.319], [3.296, -2.066, -2.979], [2.568, 3.221, 1.475], [2.784, 3.334, -4.495], [2.416, -5.529, 0.558], [-3.304, -1.019, 3.239], [-7.228, -1.711, -4.912], [-0.367, 0.252, 6.245], [0.264, 1.415, 5.813], [2.275, 2.927, -2.201], [0.296, -5.818, 3.368], [-6.649, -0.784, -2.772], [-1.978, 2.250, -2.540], [-3.152, 1.602, -2.645], [-4.371, -3.370, 4.236], [-2.485, 4.263, 1.821], [1.537, -6.066, -0.372], [4.555, -1.518, 1.171], [2.649, -4.162, 0.595], [1.091, -3.860, -1.210], [1.416, 0.410, -6.374], [4.903, 0.191, -3.000], [0.075, -3.409, 3.440], [2.736, 4.563, 1.146], [1.617, 1.359, -3.766], [-4.685, -1.566, 0.066], [2.157, 2.113, -4.833], [-3.195, 5.975, 3.377], [4.211, -0.160, -1.850], [-2.481, -2.141, 3.373], [-3.910, 1.063, -1.441], [-5.918, -2.139, -5.069], [-0.297, -4.650, 2.918], [2.842, 3.742, -3.194], [5.355, -1.123, 2.225], [3.450, 2.614, 1.650], [-3.961, -2.226, -4.220], [-3.796, 1.338, 0.778], [-5.684, -1.220, 0.342], [-3.186, 6.387, 4.379], [-4.473, 7.506, 2.582], [-1.958, -1.227, -2.840], [-1.744, -1.616, -1.142], [1.333, 0.019, -7.379], [-1.152, -1.645, 5.654], [3.328, -3.755, 1.332], [2.652, -2.936, -3.000], [3.210, 3.942, -5.282], [1.742, 6.397, 0.628], [4.936, -2.228, 0.444], [5.310, -0.295, -5.052], [-0.508, 5.423, 0.798], [3.875, -2.318, -5.022], [-2.620, -2.728, -2.163], [-1.498, 2.590, -3.456], [-3.232, 4.467, -0.176], [-2.893, -0.096, 2.843], [1.358, -7.134, -0.396], [-4.782, -4.294, 4.623], [5.519, 1.082, -3.001], [3.236, 1.060, 3.691], [-4.497, 6.536, 0.305], [-4.955, 1.417, -1.501], [-1.939, 4.312, 3.894], [-0.019, -6.771, 2.959], [5.479, 0.128, 3.970], [1.779, -6.678, 4.664], [-3.587, 1.441, -3.627], [-4.715, -2.656, -0.009], [-1.065, -4.703, 2.153], [1.108, 2.471, 4.167], [-2.412, -4.199, 3.993], [-8.613, -0.690, -3.630], [2.520, -4.481, 5.536], [1.425, -2.415, 4.783], [-7.962, -1.902, -5.686], [4.290, 0.468, -0.970], [2.295, 3.228, -1.159], [-0.582, 3.313, -1.241], [-0.661, 0.136, 7.281], [0.162, -5.635, -1.966], [6.352, -1.531, 2.336], [-5.622, -2.665, -5.968], [-5.255, -0.189, 3.496], [-6.223, -2.299, 4.385], [3.734, 4.984, 1.085], [0.558, -3.205, -1.894], [-6.955, -0.248, -1.879], [3.309, 4.676, -2.914], [-4.011, -1.300, 0.882], [2.917, -6.175, 1.268], [0.457, 2.220, 6.513]],
  "atomic_forces_ev_per_a": [[0.0, 0.0, 0.0], [0.0, 0.0, 0.0], [-0.7, 0.0, 0.2], [-0.1, -0.1, 0.1], [0.1, 0.2, 0.0], [0.1, 0.1, 0.0], [0.1, -0.2, 0.1], [0.0, 0.0, 0.0], [0.1, -0.1, -0.4], [-0.1, -0.1, -0.1], [0.0, 0.0, 0.0], [0.0, 0.0, 0.0], [0.0, 0.0, 0.0], [0.0, 0.0, 0.0], [0.1, 0.1, 0.0], [0.0, 0.0, 0.1], [0.0, 0.0, 0.0], [0.0, 0.0, 0.0], [0.0, 0.0, 0.0], [0.0, 0.0, -0.1], [0.0, 0.0, 0.0], [0.0, 0.0, 0.0], [0.0, -0.1, 0.1], [0.0, -0.1, 0.0], [0.0, 0.0, 0.1], [-0.1, 0.4, 0.0], [0.0, 0.0, 0.0], [0.0, 0.0, 0.0], [0.0, 0.0, 0.0], [0.0, 0.0, 0.0], [0.0, 0.0, 0.0], [0.0, 0.0, 0.0], [0.0, 0.0, 0.0], [0.0, -0.1, 0.0], [0.0, 0.0, 0.0], [0.0, 0.0, 0.0], [0.0, 0.0, 0.0], [0.0, 0.0, 0.1], [0.1, 0.0, 0.0], [0.0, 0.0, 0.0], [0.1, 0.0, 0.0], [0.3, -0.1, 0.1], [0.0, 0.0, 0.0], [0.0, 0.0, 0.0], [0.0, 0.0, 0.0], [0.2, -0.2, 0.0], [0.0, 0.0, 0.0], [0.0, 0.0, 0.0], [0.0, 0.0, 0.0], [0.0, 0.0, 0.0], [0.0, 0.0, 0.0], [0.0, 0.0, 0.1], [0.0, 0.0, 0.0], [0.0, 0.0, 0.0], [0.0, 0.0, 0.0], [0.0, 0.0, 0.1], [0.0, 0.0, 0.0], [0.0, 0.0, 0.0], [0.1, -0.1, 0.0], [0.0, 0.0, 0.0], [0.0, 0.0, 0.0], [0.0, 0.0, -0.1], [0.0, 0.0, 0.0], [0.0, 0.0, 0.0], [0.0, 0.0, 0.0], [0.0, 0.0, 0.0], [0.0, 0.0, 0.0], [0.0, 0.0, 0.0], [0.0, 0.0, 0.1], [0.0, 0.0, 0.0], [0.0, 0.0, -0.1], [-0.1, 0.1, 0.0], [0.1, 0.1, 0.0], [0.0, 0.0, 0.0], [0.0, 0.0, 0.0], [0.0, 0.0, -0.1], [0.0, 0.0, -0.1], [0.0, 0.0, 0.0], [0.1, 0.0, -0.1], [0.0, 0.0, 0.0], [0.0, 0.0, 0.0], [0.0, 0.0, 0.0], [0.0, 0.0, 0.0], [0.0, 0.0, 0.0], [0.0, 0.0, 0.0], [0.0, 0.0, 0.0], [0.0, 0.0, 0.0], [0.0, 0.0, -0.1], [-0.1, 0.0, 0.2], [0.0, 0.0, 0.0], [0.0, 0.0, 0.0], [0.0, 0.0, 0.0], [0.0, 0.0, 0.0], [0.0, 0.0, 0.0], [0.0, 0.0, 0.0], [0.0, 0.0, 0.0], [0.0, 0.0, 0.0], [0.0, 0.0, 0.0], [0.0, 0.0, 0.0], [0.0, 0.0, 0.0], [0.0, 0.0, 0.0], [0.0, 0.0, 0.0], [0.0, 0.0, 0.0], [0.0, 0.0, 0.0], [0.0, 0.0, 0.0], [0.0, 0.0, 0.0], [0.0, 0.0, 0.0], [0.0, 0.0, 0.0], [0.0, 0.0, 0.1], [0.0, 0.0, 0.0], [0.0, 0.0, 0.0], [0.0, 0.0, 0.0], [0.0, 0.0, 0.0], [0.0, 0.0, 0.0], [0.0, 0.0, 0.0], [0.0, 0.0, 0.0], [0.0, 0.0, 0.0], [-0.1, 0.1, 0.0], [0.0, 0.0, 0.0], [0.0, 0.0, 0.0], [0.0, 0.0, 0.0], [0.0, 0.0, 0.0], [0.0, 0.0, 0.0], [0.0, 0.0, 0.0], [0.0, 0.0, 0.0], [0.0, 0.0, 0.0], [0.0, 0.0, 0.0], [0.0, 0.0, 0.0], [0.0, 0.0, 0.0], [0.0, 0.0, 0.0], [0.0, 0.0, 0.0], [0.0, 0.0, 0.0], [0.0, 0.0, 0.0], [0.0, 0.0, 0.0], [0.0, 0.0, 0.0], [0.0, -0.1, -0.1], [0.0, 0.0, 0.0], [0.0, 0.0, 0.0]],
  "de_lowest_kj_mol": 0.0,
  "charge": -1,
  "lumo_energy_ev": 1.9,
  "energy_ev": -156357.5250,
  "homo_ev": -3.25
}

***

Entry 3:
{
  "formula": "C26H55Ca3NO13P2",
  "method": "wB97M-V/def2-TZVPD",
  "elements": ["Ca", "Ca", "Ca", "P", "P", "O", "O", "O", "O", "O", "O", "O", "O", "O", "O", "O", "O", "O", "N", "C", "C", "C", "C", "C", "C", "C", "C", "C", "C", "C", "C", "C", "C", "C", "C", "C", "C", "C", "C", "C", "C", "C", "C", "C", "C", "H", "H", "H", "H", "H", "H", "H", "H", "H", "H", "H", "H", "H", "H", "H", "H", "H", "H", "H", "H", "H", "H", "H", "H", "H", "H", "H", "H", "H", "H", "H", "H", "H", "H", "H", "H", "H", "H", "H", "H", "H", "H", "H", "H", "H", "H", "H", "H", "H", "H", "H", "H", "H", "H", "H"],
  "positions_angstrom": [[0.165, -2.207, -0.577], [-1.268, 3.243, -0.249], [1.006, 1.675, -2.346], [-0.754, 0.407, -0.487], [0.658, 4.389, -2.127], [0.638, -0.052, -0.977], [0.841, -2.029, 1.685], [-0.850, 1.293, 0.758], [-1.075, -3.312, -2.290], [0.881, 3.576, -3.449], [-0.992, -4.093, 0.498], [-0.848, 4.742, -1.798], [-3.479, 3.036, -0.454], [0.836, 3.356, -0.946], [-1.081, 1.380, -1.620], [0.058, 4.112, 3.413], [1.440, 5.677, -1.979], [-1.573, -0.918, -0.431], [3.381, 1.415, -2.093], [5.555, 2.774, -2.425], [-0.369, 3.997, 4.765], [-1.757, -5.102, -3.568], [-1.598, -5.715, 2.041], [-2.540, -4.533, 2.281], [3.753, 0.314, -2.992], [1.064, 3.186, 3.082], [-4.322, 4.051, -1.005], [0.551, -1.523, 3.968], [0.533, 2.913, 5.354], [-5.493, 1.950, -1.033], [-0.526, -4.245, -3.247], [1.980, -2.624, 2.338], [3.612, 0.658, -4.466], [4.027, 2.703, -2.360], [1.872, -2.276, 3.815], [-2.789, -4.016, -3.722], [-5.353, 3.285, -1.791], [-2.102, -3.506, 1.197], [-1.168, -5.503, 0.611], [-4.321, 1.941, -0.075], [1.741, 2.890, 4.427], [-2.476, -3.078, -2.518], [3.736, 0.927, -0.719], [0.330, -0.983, 2.534], [3.067, 1.721, 0.439], [-1.420, 3.710, 4.877], [3.280, 2.781, 0.463], [-1.934, -5.832, -0.109], [4.210, 1.497, -4.824], [4.822, 0.968, -0.603], [1.982, -3.185, 4.405], [4.713, -0.161, -2.745], [0.654, 2.294, 2.590], [-1.815, -2.521, 1.548], [-2.409, -4.112, 3.276], [-4.786, 4.678, -0.233], [-3.831, -4.322, -3.650], [-6.265, 3.884, -1.820], [-5.588, 1.091, -1.693], [-0.718, -0.806, 2.307], [3.396, -0.105, -0.634], [3.715, 3.027, -3.355], [-3.728, 1.027, -0.126], [2.591, 0.939, -4.755], [-2.675, -2.020, -2.671], [0.517, -0.653, 4.619], [-3.583, -4.814, 2.162], [0.205, -4.842, -2.698], [-3.757, 4.755, -1.618], [1.871, -3.704, 2.229], [-1.916, -5.656, -2.640], [5.808, 3.827, -2.558], [6.028, 2.529, -1.468], [-6.445, 1.999, -0.495], [-3.143, -3.401, -1.714], [5.975, 2.192, -3.246], [3.109, -0.578, -2.911], [-2.558, -3.440, -4.621], [-0.312, -2.170, 4.136], [2.897, -2.255, 1.878], [-0.769, -5.774, 2.747], [1.748, 3.689, 2.397], [-0.282, -6.013, 0.226], [-0.293, 4.992, 5.212], [-2.984, -3.345, 0.571], [2.636, -1.586, 4.179], [0.832, 3.091, 6.387], [3.695, 3.408, -1.603], [-0.090, -3.716, -4.093], [3.811, -0.225, -5.078], [-1.596, -5.747, -4.428], [-2.085, -6.690, 2.133], [0.869, -0.051, 2.354], [-4.622, 2.048, 0.972], [3.554, 1.232, 1.299], [-0.010, 1.970, 5.248], [2.456, 3.692, 4.608], [2.013, 1.492, 0.527], [-5.023, 3.088, -2.811], [2.254, 1.927, 4.388]],
  "atomic_forces_ev_per_a": [[-0.3, -0.1, 0.0], [1.0, 1.3, -0.4], [0.0, 0.8, -1.1], [-1.9, 1.5, -0.4], [-1.4, 3.9, 0.3], [2.2, -2.2, 1.2], [0.1, 0.0, 0.0], [0.4, -1.8, 0.9], [0.6, 0.5, 0.3], [-0.1, -0.1, 0.7], [-0.2, 0.1, 0.1], [-0.7, -0.5, -0.9], [-1.0, 0.3, 0.3], [1.9, -1.3, 0.6], [-1.9, -0.3, -0.9], [-1.1, 0.6, -0.4], [0.6, -1.4, -0.4], [0.2, 0.3, 0.5], [1.0, -1.7, 1.2], [0.0, 0.1, 0.7], [0.3, 0.0, 0.0], [0.9, 0.4, 0.2], [-0.2, -1.1, 0.1], [0.8, 0.5, 0.2], [-0.1, -0.3, -1.0], [0.7, 0.0, 0.3], [0.0, 0.6, -0.3], [-1.0, 0.1, -1.7], [0.3, 0.1, 0.3], [-1.4, 0.7, 0.1], [-0.9, -0.4, 0.8], [-0.4, 0.0, 0.0], [-0.1, 0.2, -0.6], [0.7, 0.3, -0.9], [0.3, 0.6, 1.0], [-0.1, 1.3, 0.5], [-0.2, -0.1, -0.4], [-0.9, -0.2, 0.5], [0.2, -0.1, -1.0], [0.5, -0.6, 0.2], [-0.3, -0.2, -0.9], [-0.7, -0.9, -1.1], [-1.0, 1.4, 0.0], [0.2, 0.1, 0.7], [1.1, -1.6, 0.1], [0.0, -0.1, -0.4], [-0.1, 0.1, -0.2], [-0.4, 0.2, 0.3], [0.3, -0.2, 0.1], [0.1, -0.2, 0.0], [-0.3, 0.1, 0.2], [0.4, 0.6, -0.2], [-0.1, 0.0, 0.1], [0.2, -0.1, 0.2], [-0.1, -0.1, 0.0], [0.0, -0.4, 0.3], [0.1, -0.1, -0.4], [-0.1, -0.3, -0.2], [0.4, 0.0, -0.1], [0.0, 0.0, -0.2], [0.1, -0.1, -0.1], [-0.6, 0.3, 0.4], [0.1, 0.1, -0.1], [-0.1, 0.0, 0.4], [0.2, 0.0, -0.2], [0.3, -0.3, 0.5], [0.0, 0.0, -0.1], [0.3, 0.2, -0.2], [0.5, -0.4, 0.0], [0.2, 0.0, -0.3], [-0.3, -0.4, -0.3], [0.0, 0.0, -0.3], [0.1, -0.3, -0.2], [0.2, -0.2, 0.2], [0.7, 0.0, 0.6], [0.1, 0.0, 0.1], [-0.5, 0.4, 0.8], [-0.5, -0.3, -0.3], [0.2, -0.1, 0.5], [0.1, -0.1, 0.0], [0.2, 0.4, -0.2], [-0.1, -0.1, -0.2], [0.3, 0.2, 0.6], [0.3, -0.1, 0.2], [0.4, 0.0, -0.6], [0.3, -0.2, -0.4], [-0.3, -0.1, 0.1], [-0.4, 0.1, -0.2], [0.0, 0.0, -0.1], [0.3, 0.1, 0.1], [-0.2, -0.1, 0.0], [-0.2, 0.1, 0.0], [0.1, 0.0, -0.1], [-0.1, 0.2, -0.1], [-0.1, 0.4, 0.3], [0.2, -0.1, 0.3], [0.0, -0.1, 0.3], [-0.2, 0.4, -0.2], [0.1, 0.2, 0.0], [0.1, 0.1, 0.2]],
  "lumo_energy_ev": -1.1,
  "energy_ev": -129869.8358,
  "homo_ev": -5.48
}